# 1
Density functional theory data (the ωB97M-V functional and the def2-TZVPD basis) for a structure of composition C33H30N3O5RhSSe2 in a non-equilibrium geometry.

Spin multiplicity   1
Energy   -7127.5815 hartree
Largest force on an atom   2.4 eV Å⁻¹
HOMO-LUMO gap (spin up / spin down)   5.25 / 5.25 eV

Geometry (Å):
Rh (-0.39, 0.27, -0.06)
Se (0.68, 2.77, 0.63)
Se (2.12, 3.16, -1.55)
S (-1.44, 2.49, -1.90)
O (-2.01, 1.42, -0.99)
O (4.86, 1.07, 1.53)
O (4.54, -1.81, 4.11)
O (5.63, -1.90, 2.13)
O (3.39, 4.92, 2.46)
N (-1.13, 0.17, 1.90)
N (1.05, -0.70, 0.83)
N (0.76, -0.25, -1.70)
C (-2.48, 2.68, -5.77)
C (4.65, -1.78, 2.88)
C (3.58, 2.99, 0.93)
C (3.33, -1.46, 2.13)
C (2.15, -0.98, 0.10)
C (1.35, -0.52, -4.00)
C (-1.77, -0.08, 4.58)
C (1.95, -0.80, -1.34)
C (-2.32, 0.58, 2.35)
C (-2.39, 2.38, -3.40)
C (-2.93, 4.03, -0.19)
C (2.58, -1.05, -3.63)
C (2.88, -1.20, -2.29)
C (3.48, 4.51, 1.11)
C (3.70, 2.63, -0.53)
C (-1.54, 5.21, -1.78)
C (-0.54, -0.51, 4.11)
C (2.17, -1.21, 2.84)
C (3.31, -1.37, 0.74)
C (-2.68, 0.47, 3.68)
C (1.03, -0.80, 2.16)
C (-2.05, 4.03, -1.25)
C (4.83, 2.48, 1.67)
C (-1.77, 2.76, -4.58)
C (-1.97, 6.42, -1.26)
C (-3.78, 2.21, -5.76)
C (-2.87, 6.44, -0.20)
C (-3.35, 5.25, 0.33)
C (2.37, 2.27, 1.52)
C (-0.24, -0.38, 2.76)
C (0.47, -0.14, -3.00)
C (-4.39, 1.81, -4.57)
C (-3.69, 1.90, -3.38)
H (4.39, 4.96, 0.71)
H (-3.28, 3.09, 0.22)
H (-3.65, 0.81, 4.00)
H (-2.02, -0.18, 5.62)
H (-4.14, 1.59, -2.44)
H (3.82, -1.63, -1.98)
H (-2.97, 1.01, 1.61)
H (-4.04, 5.27, 1.16)
H (-3.19, 7.38, 0.21)
H (4.24, -1.56, 0.22)
H (4.79, 2.79, 2.72)
H (2.64, 4.89, 0.53)
H (-5.40, 1.44, -4.58)
H (1.06, -0.41, -5.03)
H (2.27, 2.50, 2.58)
H (-0.81, 5.18, -2.58)
H (5.72, 2.94, 1.21)
H (2.24, -1.27, 3.92)
H (2.48, 4.76, 2.76)
H (4.56, 3.12, -0.98)
H (-4.33, 2.14, -6.69)
H (-0.50, 0.27, -3.24)
H (3.83, 1.55, -0.63)
H (-1.58, 7.34, -1.66)
H (-2.01, 2.98, -6.70)
H (-0.74, 3.10, -4.56)
H (5.65, 0.67, 1.91)
H (2.50, 1.20, 1.43)
H (3.29, -1.35, -4.39)
H (0.18, -0.95, 4.78)

***

# 2
Density functional theory data (the ωB97M-V functional and the def2-TZVPD basis) for a structure of composition C33H30NNaO6Sb2Se.

Spin multiplicity   1
Total charge   -2
Energy   -4825.9780 hartree
Largest force on an atom   0.6 eV Å⁻¹
HOMO-LUMO gap   6.81 eV

Geometry (Å):
Sb (0.76, 1.77, 3.12)
Sb (-0.74, 0.91, -2.27)
Se (2.76, -0.23, 0.85)
Na (0.00, -0.90, 0.54)
O (1.90, -0.45, -0.55)
O (3.91, -1.35, 1.03)
O (1.58, -0.41, 2.04)
O (-3.93, -2.30, 0.36)
O (3.32, 1.29, 0.94)
O (-2.10, -1.04, 0.01)
N (-3.60, 1.24, 0.33)
C (-1.92, 0.19, 3.48)
C (-2.76, 1.37, -2.87)
C (-0.49, 2.75, -1.13)
C (-0.91, 3.28, 5.38)
C (-1.51, 5.59, 4.00)
C (-2.28, -1.71, 4.90)
C (-1.91, 5.46, 5.32)
C (-4.15, 0.04, 0.56)
C (0.13, 2.44, -6.37)
C (-2.76, -0.80, 3.97)
C (-0.13, -0.65, 4.82)
C (0.13, 1.83, -4.03)
C (-3.73, 0.38, -2.82)
C (0.41, 2.68, 0.10)
C (-5.06, 0.66, -3.09)
C (-0.59, 0.28, 3.90)
C (-6.22, 1.04, 1.23)
C (-0.81, 4.56, 3.38)
C (-3.32, -1.23, 0.26)
C (1.43, 2.93, -6.26)
C (1.44, 2.32, -3.93)
C (-1.61, 4.30, 6.01)
C (-0.50, 1.89, -5.26)
C (-5.44, 1.96, -3.42)
C (-3.15, 2.66, -3.22)
C (-0.96, -1.63, 5.33)
C (-0.50, 3.37, 4.05)
C (-5.46, -0.09, 1.00)
C (2.08, 2.86, -5.03)
C (-4.48, 2.96, -3.49)
C (-5.65, 2.28, 0.99)
C (-4.34, 2.32, 0.54)
C (-0.32, 2.02, 1.26)
H (-5.84, -1.09, 1.15)
H (-2.46, 6.26, 5.80)
H (-3.45, -0.63, -2.54)
H (-0.38, 2.49, -7.32)
H (-0.58, -2.36, 6.04)
H (-7.25, 0.96, 1.58)
H (-1.52, 1.53, -5.36)
H (-0.72, 1.04, 1.00)
H (-2.41, 3.45, -3.27)
H (-0.51, 4.68, 2.34)
H (-3.78, -0.87, 3.61)
H (0.69, 3.70, 0.39)
H (1.93, 3.35, -7.12)
H (-6.20, 3.20, 1.15)
H (-6.48, 2.19, -3.61)
H (-0.12, 3.48, -1.86)
H (-1.93, 4.18, 7.04)
H (1.96, 2.26, -2.98)
H (3.09, 3.23, -4.94)
H (-3.85, 3.27, 0.36)
H (-5.80, -0.12, -3.02)
H (-4.77, 3.97, -3.75)
H (-1.50, 3.05, -0.84)
H (-2.32, 0.89, 2.76)
H (-1.22, 2.60, 1.49)
H (1.35, 2.16, -0.10)
H (0.91, -0.62, 5.12)
H (-1.74, 6.49, 3.45)
H (-0.70, 2.37, 5.93)
H (-2.93, -2.50, 5.28)

***

# 3
Density functional theory data (the ωB97M-V functional and the def2-TZVPD basis) for a structure of composition C33H31F6FeP2SbSe in a non-equilibrium geometry.

Spin multiplicity   6
Total charge   +1
Energy   -6463.3199 hartree
Largest force on an atom   1.3 eV Å⁻¹
HOMO-LUMO gap (spin up / spin down)   8.22 / 5.17 eV

Geometry (Å):
Sb (1.30, -3.70, -1.95)
Se (2.19, -0.50, 2.50)
Fe (0.95, -0.46, 0.47)
P (-1.36, 0.25, 0.07)
P (-0.11, 1.96, -1.84)
F (1.00, -2.14, -0.59)
F (3.09, -3.33, -1.50)
F (-0.59, -3.62, -1.99)
F (1.32, -2.27, -3.19)
F (1.49, -5.01, -3.25)
F (1.16, -4.83, -0.45)
C (-1.50, -3.21, 2.38)
C (1.91, 4.64, -4.24)
C (-5.02, 1.34, 1.51)
C (-5.05, 2.72, 1.30)
C (-1.94, 0.10, -2.70)
C (-0.44, 5.12, -4.38)
C (2.01, -4.64, 2.78)
C (-3.90, 0.61, 1.14)
C (0.87, 5.39, -4.76)
C (2.22, -2.27, 3.15)
C (2.39, 0.55, -1.44)
C (-2.80, 1.26, 0.57)
C (1.50, 1.56, -1.05)
C (-1.23, -0.48, 2.74)
C (2.38, -2.49, 4.52)
C (-0.70, 4.10, -3.48)
C (2.05, -3.35, 2.28)
C (1.87, 2.41, 0.01)
C (-3.96, 3.36, 0.74)
C (-2.83, 2.63, 0.38)
C (0.35, 3.34, -2.96)
C (-0.52, 0.59, -3.02)
C (-1.24, -1.32, 3.84)
C (-1.37, -2.69, 3.66)
C (2.33, -3.78, 5.01)
C (1.66, 3.62, -3.34)
C (3.62, 0.41, -0.79)
C (3.98, 1.29, 0.23)
C (2.14, -4.85, 4.14)
C (-1.96, -0.70, -1.39)
C (-1.50, -2.38, 1.27)
C (-1.38, -1.00, 1.44)
C (3.10, 2.29, 0.63)
H (-1.36, -3.35, 4.52)
H (1.88, -5.47, 2.09)
H (-5.93, 3.28, 1.58)
H (0.17, -0.24, -2.93)
H (-0.45, 0.99, -4.03)
H (2.93, 4.85, -4.55)
H (-1.98, 3.14, -0.05)
H (2.18, -0.09, -2.29)
H (-1.25, 5.71, -4.78)
H (-1.15, 0.59, 2.88)
H (-1.61, -2.82, 0.28)
H (-2.28, -0.56, -3.50)
H (2.53, -1.64, 5.18)
H (-2.96, -1.08, -1.16)
H (-1.60, -4.28, 2.23)
H (1.07, 6.19, -5.46)
H (-5.86, 0.84, 1.95)
H (2.45, -3.95, 6.07)
H (1.19, 3.21, 0.30)
H (-1.30, -1.56, -1.52)
H (-1.71, 3.89, -3.16)
H (4.95, 1.20, 0.70)
H (-3.98, 4.43, 0.59)
H (-2.64, 0.94, -2.65)
H (-3.88, -0.46, 1.31)
H (4.30, -0.37, -1.10)
H (2.49, 3.05, -2.94)
H (-1.13, -0.91, 4.83)
H (3.38, 2.97, 1.42)
H (2.11, -5.86, 4.54)
H (1.97, -3.18, 1.21)

***

# 4
Density functional theory data (the ωB97M-V functional and the def2-TZVPD basis) for a structure of composition C33H31FIMnN2O4PSSe2.

Spin multiplicity   6
Total charge   -2
Energy   -8777.7262 hartree
Largest force on an atom   0.9 eV Å⁻¹
HOMO-LUMO gap (spin up / spin down)   4.97 / 4.98 eV

Geometry (Å):
I (2.49, 0.69, -3.51)
Se (0.01, -1.91, -3.53)
Se (-2.14, 1.07, -0.41)
Mn (-0.43, -0.04, 1.08)
S (-1.80, 0.90, 3.41)
P (-3.27, -0.03, -1.97)
F (5.13, -3.96, 2.24)
O (-1.65, -0.50, 2.99)
O (-0.78, 1.67, 2.68)
O (6.77, 0.48, 0.80)
O (-3.14, 1.42, 3.42)
N (1.79, 0.41, 1.31)
N (6.43, -1.10, 2.39)
C (0.45, -0.20, -2.86)
C (-3.96, -4.41, -0.61)
C (3.96, 0.68, 0.37)
C (6.01, -0.14, 1.52)
C (1.36, -2.67, 0.91)
C (3.88, -3.54, 1.79)
C (3.75, -3.06, 0.50)
C (-3.57, -3.48, 0.34)
C (-1.25, 0.92, 5.11)
C (-0.36, 0.70, 7.74)
C (-4.98, 0.58, -1.56)
C (2.50, -2.64, 0.07)
C (2.33, -0.08, 2.43)
C (4.51, 0.11, 1.50)
C (-3.34, -2.16, -0.03)
C (2.81, -3.62, 2.65)
C (-5.68, 1.23, -2.56)
C (2.58, 0.79, 0.31)
C (1.57, -3.18, 2.20)
C (-1.69, 0.47, 7.42)
C (-7.57, 1.54, -1.11)
C (-3.87, -2.70, -2.30)
C (0.51, 1.07, 6.72)
C (0.07, -2.16, 0.48)
C (-6.87, 0.89, -0.09)
C (-5.59, 0.42, -0.32)
C (0.13, 0.57, 9.16)
C (-2.14, 0.58, 6.11)
C (-6.97, 1.71, -2.35)
C (0.08, 1.18, 5.41)
C (-3.49, -1.76, -1.35)
C (3.69, -0.26, 2.57)
C (-4.11, -4.02, -1.93)
H (-3.01, -1.43, 0.71)
H (5.78, -1.86, 2.58)
H (-7.50, 2.22, -3.14)
H (-8.57, 1.91, -0.93)
H (4.57, 0.98, -0.47)
H (2.10, 1.16, -0.59)
H (-4.39, -4.75, -2.68)
H (4.61, -3.03, -0.15)
H (-3.18, 0.40, 5.86)
H (2.94, -4.01, 3.65)
H (-0.64, 0.13, 9.80)
H (-0.72, -2.68, 1.03)
H (-3.96, -2.41, -3.34)
H (0.57, -0.17, -1.78)
H (4.09, -0.68, 3.48)
H (-7.33, 0.77, 0.88)
H (0.40, 1.54, 9.58)
H (1.64, -0.39, 3.21)
H (-0.20, 0.60, -3.18)
H (7.37, -1.41, 2.22)
H (-2.39, 0.20, 8.20)
H (-5.21, 1.36, -3.53)
H (0.75, 1.48, 4.62)
H (-3.42, -3.78, 1.37)
H (1.55, 1.27, 6.96)
H (0.72, -3.23, 2.88)
H (2.38, -2.28, -0.95)
H (-0.08, -2.28, -0.60)
H (-4.13, -5.44, -0.32)
H (1.01, -0.07, 9.21)
H (-5.04, -0.05, 0.49)

***

# 5
Density functional theory data (the ωB97M-V functional and the def2-TZVPD basis) for a structure of composition C33H31IrN12O3 in a non-equilibrium geometry.

Spin multiplicity   2
Total charge   +3
Energy   -2262.5342 hartree
Largest force on an atom   1.3 eV Å⁻¹
HOMO-LUMO gap (spin up / spin down)   7.73 / 5.62 eV

Geometry (Å):
Ir (0.50, 0.52, 0.29)
O (3.69, 2.75, 1.52)
O (1.99, 1.39, 1.27)
O (4.60, -11.83, -2.24)
N (2.93, -5.95, -0.74)
N (1.33, 0.98, -1.59)
N (-0.29, 0.17, 2.20)
N (-3.58, -0.49, 0.95)
N (-0.34, 2.38, 0.29)
N (-0.01, -1.50, -2.03)
N (-0.73, 4.45, 0.90)
N (1.70, -6.08, -2.59)
N (-1.49, -0.30, 4.67)
N (-3.78, -0.40, -0.37)
N (-1.65, -0.07, -0.14)
N (1.55, -1.38, 0.36)
C (-1.35, 4.27, -0.31)
C (2.37, -1.41, 1.42)
C (2.36, 2.06, -1.61)
C (-2.64, -0.15, -1.02)
C (-0.70, 5.69, 1.68)
C (-1.58, -0.19, 2.31)
C (0.39, 0.32, 3.35)
C (-2.29, -0.27, 1.05)
C (0.71, -2.57, -1.68)
C (3.99, -8.58, -0.98)
C (-0.06, -3.74, -3.67)
C (3.13, -3.61, 1.03)
C (-1.10, 2.98, -0.69)
C (1.52, -2.50, -0.44)
C (4.08, -10.65, -2.21)
C (3.08, 2.01, 0.80)
C (-0.22, 0.08, 4.57)
C (-0.76, -2.62, -4.02)
C (4.48, -9.84, -1.10)
C (2.27, -4.79, -0.92)
C (-0.13, 3.30, 1.23)
C (2.31, -3.62, -0.10)
C (3.47, 1.73, -0.63)
C (-0.70, -1.53, -3.17)
C (4.28, -12.78, -3.30)
C (2.68, -8.88, -3.03)
C (3.17, -2.48, 1.79)
C (-2.17, -0.42, 3.54)
C (3.07, -8.06, -1.94)
C (0.70, -3.74, -2.49)
C (1.49, -4.85, -2.07)
C (2.58, -6.73, -1.76)
C (3.16, -10.14, -3.18)
H (4.60, -12.36, -4.26)
H (-1.31, 6.43, 1.17)
H (2.42, -0.50, 1.99)
H (0.47, 3.16, 2.12)
H (1.99, -8.51, -3.78)
H (1.40, 0.68, 3.28)
H (3.76, 0.68, -0.73)
H (0.34, 0.20, 5.48)
H (4.28, -7.95, -0.15)
H (-0.07, -4.62, -4.30)
H (-1.12, 5.51, 2.67)
H (3.22, -13.00, -3.29)
H (-1.45, 2.46, -1.56)
H (4.35, 2.33, -0.84)
H (-3.21, -0.71, 3.60)
H (0.32, 6.05, 1.76)
H (-1.22, -0.62, -3.44)
H (1.73, 0.14, -1.98)
H (-1.91, 5.05, -0.79)
H (4.86, -13.66, -3.06)
H (5.17, -10.26, -0.39)
H (0.58, 1.24, -2.23)
H (1.28, -6.46, -3.43)
H (-1.34, -2.58, -4.93)
H (2.86, -10.75, -4.01)
H (2.76, 2.14, -2.63)
H (3.80, -2.39, 2.67)
H (-4.71, -0.52, -0.75)
H (3.72, -4.49, 1.27)
H (1.87, 3.00, -1.37)
H (-2.59, -0.04, -2.08)

***

# 6
Density functional theory data (the ωB97M-V functional and the def2-TZVPD basis) for a structure of composition C33H31N4P2RuS2 in a non-equilibrium geometry.

Spin multiplicity   2
Total charge   +2
Energy   -3068.5047 hartree
Largest force on an atom   3.2 eV Å⁻¹
HOMO-LUMO gap (spin up / spin down)   5.16 / 5.85 eV

Geometry (Å):
Ru (1.16, -0.91, -0.11)
S (4.54, -2.54, 3.05)
S (3.11, -0.38, 1.41)
P (-0.02, 1.07, -1.21)
P (-1.40, -0.85, 0.33)
N (2.67, -2.73, -0.25)
N (-1.44, 0.76, -0.29)
N (3.47, -2.92, 0.75)
N (0.80, -2.28, -2.09)
C (-0.50, -3.09, -3.91)
C (4.76, -1.01, 4.00)
C (-0.56, 2.12, -2.60)
C (0.27, 3.17, -3.01)
C (0.27, -1.85, 2.29)
C (-0.12, 3.98, -4.06)
C (0.44, -4.08, -4.18)
C (0.97, 2.25, -0.22)
C (-0.27, -2.21, -2.87)
C (1.29, 4.18, 1.16)
C (-2.13, 2.69, -4.33)
C (1.00, -1.83, 3.48)
C (0.44, 3.32, 0.49)
C (-5.62, -1.56, 1.99)
C (1.58, -4.14, -3.39)
C (-3.32, -0.99, 2.37)
C (2.36, 2.06, -0.28)
C (-2.64, 1.59, -0.25)
C (-5.37, -1.71, 0.63)
C (-4.60, -1.20, 2.85)
C (-0.22, 0.52, 2.58)
C (3.20, 2.93, 0.40)
C (-3.07, -1.12, 1.01)
C (3.67, -2.01, 1.65)
C (1.72, -3.23, -2.33)
C (-0.36, -0.67, 1.85)
C (2.82, -3.31, -1.40)
C (-4.09, -1.50, 0.14)
C (0.51, 0.52, 3.75)
C (2.66, 3.98, 1.12)
C (1.12, -0.65, 4.20)
C (-1.32, 3.74, -4.72)
C (-1.74, 1.86, -3.28)
H (-3.45, 1.18, -0.85)
H (1.21, 3.35, -2.51)
H (3.71, -3.89, -1.64)
H (-0.98, -1.42, -2.64)
H (4.00, -0.30, 3.70)
H (-0.63, 3.48, 0.52)
H (0.88, 5.02, 1.70)
H (0.11, -2.79, 1.75)
H (5.75, -0.61, 3.81)
H (0.29, -4.78, -4.98)
H (-3.06, 2.50, -4.84)
H (-6.16, -1.99, -0.04)
H (-2.40, 2.59, -0.63)
H (3.31, 4.66, 1.64)
H (2.34, -4.88, -3.56)
H (-3.88, -1.64, -0.91)
H (-6.62, -1.73, 2.37)
H (-2.37, 1.03, -3.00)
H (-3.00, 1.68, 0.78)
H (-2.52, -0.73, 3.05)
H (1.69, -0.64, 5.11)
H (2.76, 1.25, -0.90)
H (-4.79, -1.08, 3.91)
H (-1.62, 4.38, -5.53)
H (4.26, 2.78, 0.36)
H (-1.40, -3.02, -4.49)
H (4.66, -1.27, 5.05)
H (-0.71, 1.42, 2.24)
H (0.51, 4.80, -4.37)
H (1.48, -2.73, 3.83)
H (0.60, 1.43, 4.33)